# 1
ORCA calculation (ωB97M-V/def2-TZVPD) on a molecular structure, C5H7IN2O2 at a distorted geometry.

* electronic energy: -20470.0912 eV

Each line ends with the Mulliken charge.
Element x y z (Å)
C 0.011 2.133 1.285  -0.545
C -0.965 2.151 0.250  -0.264
C 0.871 1.015 0.979  -0.210
C 0.991 -0.564 -0.828  -1.303
C -0.527 -2.120 -0.497  0.491
N -0.503 1.216 -0.711  -0.257
N 0.508 0.545 -0.195  0.525
O -1.375 -1.315 -0.858  -0.554
O -0.158 -2.585 0.711  -0.386
I 0.361 -3.777 -1.728  -0.078
H 0.103 2.642 2.268  0.344
H -1.880 2.766 0.123  0.373
H 1.889 0.927 1.381  0.334
H 0.687 -0.733 -1.832  0.677
H 1.704 -1.052 -0.179  0.355
H -0.953 1.049 -1.553  0.189
H -0.764 -2.299 1.386  0.309

# 2
ORCA calculation (ωB97M-V/def2-TZVPD) on a molecular structure, C25H51GaIO42S10 at a distorted geometry.

* total charge: -1
* electronic energy: -281564.3569 eV

Each line ends with the Mulliken charge.
Element x y z (Å)
C 3.673 -2.066 -1.230  -0.278
C 2.970 -1.054 -2.306  -0.421
C 2.781 0.458 -1.675  -0.078
I 1.985 0.374 0.367  -0.144
Ga 4.653 1.351 -1.806  -0.037
C 5.713 1.380 -0.027  0.928
C 7.110 0.595 -0.319  0.263
O 8.187 1.271 -0.422  -0.677
O 6.998 -0.835 -0.477  -0.431
H 2.853 -2.514 -0.532  -0.045
H 4.274 -2.888 -1.771  0.329
H 4.359 -1.402 -0.564  -0.063
H 3.681 -0.896 -3.217  0.308
H 1.915 -1.387 -2.622  0.070
H 1.990 0.962 -2.366  0.005
H 5.520 0.528 -2.910  -0.336
H 4.544 2.880 -2.301  -0.230
H 5.981 2.489 0.203  -0.816
H 5.140 0.933 0.868  0.266
H 6.721 -1.233 0.388  0.304
C 8.711 -3.052 3.784  -0.338
C 9.230 -1.629 3.626  -0.362
O 8.199 -0.934 2.928  -0.261
S 6.760 -1.559 3.349  1.132
O 6.193 -0.732 4.374  -0.570
O 6.052 -1.913 2.153  -0.515
O 7.314 -2.919 4.045  -0.329
H 8.833 -3.621 2.858  0.275
H 9.203 -3.582 4.602  0.312
H 10.167 -1.587 3.069  0.320
H 9.363 -1.147 4.599  0.284
C 7.179 5.056 1.512  -0.310
C 7.704 6.477 1.364  -0.366
O 6.674 7.184 0.675  -0.319
S 5.232 6.562 1.097  1.037
O 4.673 7.386 2.131  -0.595
O 4.518 6.223 -0.099  -0.415
O 5.783 5.196 1.778  -0.260
H 7.293 4.493 0.581  0.263
H 7.669 4.517 2.324  0.349
H 8.640 6.518 0.805  0.306
H 7.844 6.951 2.341  0.294
C -1.010 -2.262 0.896  0.325
C -0.304 -3.579 1.177  -0.313
O -1.318 -4.578 1.054  -0.321
S -2.396 -4.100 -0.066  1.145
O -2.061 -4.735 -1.309  -0.599
O -3.710 -4.165 0.514  -0.612
O -1.940 -2.546 -0.152  -0.110
H -1.574 -1.923 1.770  0.274
H -0.318 -1.481 0.586  -0.329
H 0.146 -3.607 2.170  0.355
H 0.464 -3.783 0.425  0.249
C -0.589 4.442 1.279  -0.378
C -1.376 4.712 2.554  0.068
O -1.479 3.445 3.203  -0.296
S -0.148 2.572 2.872  0.913
O 0.764 2.710 3.972  -0.596
O -0.560 1.298 2.354  -0.364
O 0.400 3.479 1.643  -0.156
H -1.227 4.000 0.508  0.253
H -0.117 5.344 0.886  0.357
H -2.366 5.125 2.353  -0.013
H -0.829 5.389 3.218  0.251
C -6.885 6.430 3.690  -0.355
C -6.239 5.481 4.689  -0.339
O -4.899 5.313 4.228  -0.232
S -4.409 6.686 3.512  1.120
O -3.653 7.444 4.467  -0.557
O -3.914 6.364 2.202  -0.570
O -5.870 7.378 3.358  -0.310
H -7.172 5.904 2.775  0.277
H -7.757 6.936 4.106  0.307
H -6.751 4.520 4.742  0.309
H -6.199 5.927 5.688  0.298
C -3.138 -7.893 1.501  -0.252
C -3.820 -6.914 2.444  -0.246
O -4.690 -7.715 3.246  -0.351
S -4.022 -9.181 3.449  1.021
O -3.350 -9.199 4.716  -0.569
O -4.983 -10.175 3.063  -0.447
O -2.898 -9.066 2.282  -0.343
H -3.797 -8.166 0.671  0.293
H -2.200 -7.500 1.105  0.299
H -4.384 -6.148 1.911  0.268
H -3.094 -6.436 3.108  0.305
C 4.036 6.342 -4.563  -0.329
C 3.945 5.979 -6.039  -0.358
O 3.397 4.663 -6.064  -0.317
S 2.385 4.486 -4.803  1.069
O 1.045 4.716 -5.267  -0.630
O 2.768 3.314 -4.077  -0.210
O 2.862 5.794 -3.965  -0.251
H 4.907 5.875 -4.094  0.269
H 4.075 7.421 -4.405  0.306
H 4.917 6.000 -6.533  0.310
H 3.254 6.643 -6.567  0.281
C -8.067 -10.451 0.670  -0.247
C -7.360 -11.769 0.954  -0.233
O -8.374 -12.767 0.834  -0.327
S -9.452 -12.295 -0.286  1.096
O -9.117 -12.931 -1.529  -0.538
O -10.762 -12.357 0.292  -0.531
O -8.997 -10.739 -0.376  -0.321
H -8.631 -10.110 1.543  0.299
H -7.373 -9.669 0.359  0.257
H -6.910 -11.793 1.947  0.255
H -6.593 -11.974 0.202  0.298
C -0.777 0.432 -4.208  -0.386
C -1.289 1.123 -2.953  0.323
O -2.150 0.169 -2.328  -0.314
S -1.591 -1.325 -2.631  0.986
O -0.817 -1.751 -1.503  -0.265
O -2.662 -2.107 -3.181  -0.682
O -0.568 -0.930 -3.831  -0.369
H -1.526 0.454 -5.005  0.291
H 0.152 0.874 -4.572  0.377
H -1.831 2.041 -3.177  -0.062
H -0.470 1.344 -2.261  0.082
C -6.365 3.073 -4.989  -0.360
C -6.322 3.035 -3.468  -0.336
O -4.935 3.009 -3.137  -0.258
S -4.107 3.845 -4.258  1.118
O -3.882 5.170 -3.756  -0.586
O -3.053 3.011 -4.756  -0.469
O -5.282 3.919 -5.377  -0.312
H -6.191 2.081 -5.414  0.280
H -7.310 3.468 -5.365  0.308
H -6.831 2.161 -3.059  0.326
H -6.756 3.943 -3.037  0.278

# 3
ORCA calculation (ωB97M-V/def2-TZVPD) on a molecular structure, C6H10N2 at a distorted geometry.

* electronic energy: -9356.3856 eV

Each line ends with the Mulliken charge.
Element x y z (Å)
C -0.975 2.788 1.324  -1.047
C -1.159 1.429 0.630  0.505
C -0.973 0.241 0.351  -0.394
C -0.633 -1.152 -0.177  -0.210
C 0.184 -1.812 1.060  -0.864
C 1.924 0.083 -0.631  -0.167
H -2.029 3.254 1.650  0.282
H -0.630 2.740 2.336  0.328
H -0.373 3.644 0.741  0.246
H -1.590 -1.665 -0.384  0.428
H -0.839 -2.157 1.646  0.281
H 1.001 -2.904 0.991  0.242
H 0.883 -0.866 1.967  0.276
H -0.294 -1.497 -2.160  0.272
H 2.940 0.279 -0.936  0.373
H 1.444 0.107 0.549  -0.043
N -0.007 -0.921 -1.448  0.104
N 1.332 -0.564 -1.659  -0.613

# 4
ORCA calculation (ωB97M-V/def2-TZVPD) on a single C3H5N3 molecule at a distorted geometry.

* electronic energy: -7658.9211 eV

Each line ends with the Mulliken charge.
Element x y z (Å)
H 0.674 1.450 -0.221  0.223
N -0.353 1.685 0.050  -0.715
C -0.912 0.503 0.050  0.461
C -2.291 0.265 0.163  0.309
N -3.282 -0.457 0.021  -0.436
N 0.009 -0.617 0.190  -0.294
C 1.426 -0.379 0.059  -0.633
H -0.354 -1.504 -0.466  0.305
H 1.363 0.540 -0.624  0.226
H 1.893 -1.447 -0.278  0.294
H 1.827 -0.040 1.056  0.260

# 5
ORCA calculation (ωB97M-V/def2-TZVPD) on a gas-phase ion, C6H6Br2ClN3O (charge +2) at a distorted geometry.

* total charge: +2
* electronic energy: -165424.1768 eV

Each line ends with the Mulliken charge.
Element x y z (Å)
O 3.252 0.297 -2.537  -0.397
C 2.506 0.105 -1.645  0.194
N 1.377 0.885 -1.329  0.044
C 0.725 0.399 -0.239  -0.433
N -0.430 1.027 0.266  0.010
C -1.545 0.404 0.554  0.021
N -1.800 -0.867 0.284  -0.106
C -1.025 -1.758 -0.485  0.274
Cl -0.998 -1.544 -2.173  0.078
Br -0.791 -3.476 0.235  0.192
C 1.287 -0.754 0.225  -0.215
C 2.502 -1.027 -0.594  -0.170
Br 4.153 -0.894 0.550  0.038
H 1.153 1.723 -1.855  0.235
H -0.360 2.023 0.480  0.334
H -2.327 0.969 1.061  0.423
H -2.680 -1.241 0.656  0.331
H 1.103 -1.238 1.165  0.712
H 2.579 -2.011 -1.056  0.436

# 6
ORCA calculation (ωB97M-V/def2-TZVPD) on a molecular structure, CH7O5 at a distorted geometry.

* total charge: -1
* electronic energy: -11389.9356 eV

Each line ends with the Mulliken charge.
Element x y z (Å)
O 0.960 0.463 -1.126  -0.614
C 2.177 0.023 -1.113  0.121
O 2.593 -1.122 -1.134  -0.580
H 2.945 0.863 -1.124  0.263
H -0.225 1.880 1.556  0.338
H 0.463 3.291 1.366  0.299
O 0.416 2.505 1.914  -0.653
H -0.101 0.079 -0.463  0.434
H -1.549 -0.016 -0.981  0.248
O -1.172 -0.243 -0.123  -0.907
H -2.007 -1.805 0.194  0.420
H -2.049 -3.369 0.367  0.287
O -2.448 -2.548 0.667  -0.658

Number 1: molecular weight 254.03 Da. Number 2: molecular weight 1540.94 Da. Number 3: molecular weight 110.16 Da. Number 4: molecular weight 83.09 Da. Number 5: molecular weight 331.39 Da. Number 6: molecular weight 99.06 Da.